# CH6N2O2

2 unconnected molecules or ions with the total composition CH6N2O2 at a distorted geometry (the ωB97M-V functional and the def2-TZVPD basis, the Open Molecules 2025 dataset).

lowest unoccupied orbital energy (spin up / spin down)	0.018 / 0.016	Ha
HOMO (spin up / spin down)	-9.110 / -8.928	eV
relative energy (zero: lowest compared OMol25 entry of this formula, charge and spin)	7.680	eV

Cartesian coordinates (Å):
C (0.836981, -1.337176, 0.381762)
N (-1.485966, 1.239173, 0.119933)
N (0.369662, 0.049061, -1.361389)
O (-0.172186, -0.923691, -0.519348)
O (-0.640528, 1.636103, -0.773917)
H (1.728825, -1.635515, -0.139715)
H (0.297672, -1.922807, 1.143610)
H (1.279219, -0.407450, 0.784682)
H (-0.946788, 1.015863, 0.918100)
H (-1.919933, 0.356743, -0.208162)
H (-0.354856, 0.003579, -2.177243)

Cartesian forces, eV/Å:
C 0.085 2.082 0.858
N -0.679 -1.263 -0.516
N -2.754 -0.276 -0.900
O 0.293 0.598 -1.469
O 1.246 0.186 -1.751
H -0.050 -1.591 -0.314
H 0.954 -0.169 -0.418
H -0.581 -0.168 0.742
H 0.178 -0.269 1.742
H -0.390 0.650 0.428
H 1.699 0.219 1.596